No. 1
This record from OMol25 describes a 3-piece molecular cluster, C3H14NO3S overall. The level of theory is ωB97M-V/def2-TZVPD.

Geometry as XYZ:
```
22
Properties=species:S:1:pos:R:3:forces:R:3
C 2.0054 -0.8082 0.5505 -0.48 -0.39 0.11
O 1.4327 -2.0754 0.2183 0.35 0.26 -0.18
C 0.8491 0.1967 0.7255 -0.18 -0.05 0.04
C 1.1762 1.5412 0.1058 0.09 0.34 -0.05
S -0.1560 2.7632 0.1955 -0.09 0.07 0.03
N -0.4023 -0.3421 0.0892 0.16 0.97 -0.55
H 2.5615 -0.8885 1.4846 0.07 0.10 -0.01
H 2.6802 -0.4726 -0.2376 -0.02 0.08 -0.02
H 2.0200 -2.5036 -0.4157 -0.12 -0.16 0.19
H 0.5597 0.3489 1.7636 0.28 -0.11 0.16
H 2.1008 1.9267 0.5291 -0.02 0.04 0.17
H 1.3671 1.4515 -0.9607 0.04 -0.24 -0.16
H -0.1076 3.0145 1.5130 0.04 -0.07 -0.01
H -0.8347 -1.0737 0.6471 0.07 -0.32 -0.31
H -1.0456 0.4597 0.0034 -0.10 -0.09 0.33
H -0.2088 -0.5847 -0.8986 -0.18 -0.40 0.33
H -0.4866 -0.6023 -3.3639 0.05 0.06 -0.02
H -0.1982 0.8870 -3.1427 -0.02 0.05 -0.05
O -0.1758 0.0304 -2.7047 -0.02 -0.20 0.04
H -3.4666 -3.8920 0.4656 -0.11 -0.09 0.06
H -4.3621 -3.6890 1.6913 0.02 0.00 -0.03
O -3.6848 -3.2609 1.1578 0.17 0.13 -0.07
```
Positions in Å, forces in eV/Å.

Values from the calculation:
charge = +1
energy = -801.129172 a.u.
HOMO-LUMO gap = 10.45 eV
HOMO = -0.4907 Ha
ΔE to the lowest compared entry with this formula, charge and spin = 23.04 kJ/mol

=====

No. 2
This record from OMol25 describes C43H47AsN3O7PS6Si2Tl as an isolated structure. The level of theory is ωB97M-V/def2-TZVPD.

Geometry as XYZ:
```
111
Properties=species:S:1:pos:R:3:forces:R:3
Tl 0.0863 -0.2713 -0.6398 0.78 -0.71 -1.25
O 4.3852 5.6837 2.9905 0.09 -0.07 0.07
N 3.4852 5.5698 2.1825 0.09 0.04 -0.01
O 2.9627 6.5170 1.6290 -0.18 0.10 -0.10
C 2.9910 4.2194 1.8800 -0.12 -0.24 -0.15
C 3.3917 3.2426 2.7198 0.11 0.12 0.17
C 2.9486 1.9019 2.5685 -0.01 -0.13 0.01
C 3.3941 0.8665 3.4108 0.07 0.05 0.01
C 2.9589 -0.4066 3.1841 0.02 0.00 -0.03
C 2.0755 -0.6419 2.1176 0.00 -0.09 0.01
N 1.6188 0.3255 1.3463 -0.25 0.14 0.05
C 2.0405 1.5819 1.5541 0.05 -0.01 0.00
C 1.5893 2.6339 0.6659 0.03 0.09 0.06
N 0.6962 2.2904 -0.2666 -0.36 -0.03 0.17
C 0.3267 3.1638 -1.1692 0.05 -0.08 -0.11
C 0.8993 4.4364 -1.2495 0.02 0.03 -0.04
C 1.7718 4.8343 -0.2724 0.02 -0.04 0.04
C 2.1054 3.9422 0.7693 0.05 0.15 -0.10
H 4.0683 3.4945 3.5247 -0.02 -0.03 0.01
H 4.0841 1.0956 4.2153 -0.02 -0.01 -0.01
H 3.2752 -1.2352 3.8019 0.00 0.00 -0.02
H 1.7193 -1.6422 1.8971 0.02 0.10 0.04
H -0.4154 2.8246 -1.8825 0.03 0.02 0.02
H 0.6605 5.0908 -2.0784 -0.05 -0.02 0.04
H 2.2034 5.8193 -0.2993 0.01 0.03 0.01
O -1.0862 -3.1472 -0.4947 -0.18 0.10 -0.14
S -0.7208 -3.6684 0.8102 0.11 0.11 0.03
O -0.2672 -5.0365 0.8429 0.01 -0.01 0.00
O 0.1139 -2.7225 1.5755 -0.09 -0.15 -0.11
C -2.2309 -3.6175 1.7500 0.09 0.15 0.12
C -2.8588 -4.8123 2.0635 -0.01 -0.03 0.01
C -3.9876 -4.8163 2.8672 0.01 0.01 -0.04
C -4.4722 -3.6140 3.3530 -0.07 0.04 0.02
C -3.8434 -2.4195 3.0273 0.04 0.01 -0.16
C -2.7100 -2.3874 2.2129 0.00 0.03 -0.04
P -1.8330 -0.7647 1.8233 -0.24 -0.41 0.64
C -0.9256 -0.5113 3.4078 0.03 0.10 -0.01
C -0.6045 -1.5522 4.2760 0.00 0.08 -0.04
C 0.0938 -1.2970 5.4505 0.02 0.01 -0.01
C 0.4865 -0.0052 5.7707 -0.04 -0.02 0.02
C 0.1918 1.0359 4.8996 0.00 0.01 -0.06
C -0.5014 0.7826 3.7242 0.02 -0.05 -0.06
C -3.2667 0.3789 2.0598 0.00 -0.10 -0.14
C -3.6680 0.9459 3.2659 0.03 -0.09 0.08
C -4.8068 1.7364 3.3332 0.02 0.04 -0.02
C -5.5469 1.9937 2.1872 0.04 0.01 -0.06
C -5.1350 1.4660 0.9701 0.04 -0.04 0.05
C -4.0042 0.6625 0.9119 -0.01 -0.05 0.06
H -2.4247 -5.7286 1.6842 0.00 0.02 0.02
H -4.4787 -5.7482 3.1216 0.02 0.01 -0.02
H -5.3492 -3.5964 3.9902 0.03 0.02 -0.01
H -4.2569 -1.5072 3.4202 -0.05 0.20 0.05
H -0.8807 -2.5660 4.0236 -0.03 -0.02 0.01
H 0.3360 -2.1169 6.1162 -0.01 0.00 -0.02
H 1.0215 0.1891 6.6930 0.01 -0.01 -0.02
H 0.5131 2.0463 5.1307 -0.03 -0.03 -0.02
H -0.7223 1.5856 3.0287 -0.02 0.04 0.04
H -3.0906 0.7634 4.1653 -0.06 -0.02 -0.02
H -5.1204 2.1522 4.2834 0.02 0.00 0.02
H -6.4355 2.6123 2.2401 0.00 -0.01 0.00
H -5.6949 1.6822 0.0695 -0.01 -0.04 -0.04
H -3.6724 0.2569 -0.0383 -0.02 0.04 0.00
O 5.0518 -2.6236 -5.2786 -0.09 0.04 0.11
C 4.3236 -2.1572 -4.4305 0.05 -0.02 -0.11
S 3.7817 -0.4801 -4.4056 -0.04 0.01 0.00
C 2.8498 -0.5553 -2.9132 0.09 -0.05 -0.18
C 2.8012 -1.7506 -2.2994 0.02 0.01 -0.06
S 1.9650 -2.1666 -0.8371 -0.28 0.10 0.34
S 3.6699 -3.0726 -3.0754 -0.04 -0.04 0.02
S 2.0707 0.8899 -2.3811 -0.08 0.21 0.24
C -3.5118 1.8385 -4.5112 -0.14 -0.11 0.22
Si -1.8167 1.0243 -4.3436 0.06 -0.04 -0.53
C -0.6156 2.4704 -4.3873 0.16 0.04 0.28
C -1.5430 0.1077 -5.9709 0.01 -0.09 0.06
As -1.4568 -0.8112 -2.8496 0.06 0.37 0.65
Si -3.7363 -1.4117 -2.5463 -0.46 -0.02 -0.21
C -4.2018 -2.6640 -1.2357 0.47 -0.04 0.18
C -5.0295 -0.0338 -2.3401 0.08 0.16 0.04
C -4.0794 -2.2183 -4.2195 0.12 0.00 -0.06
H -3.4470 2.5725 -5.3212 0.05 -0.06 0.00
H -3.8243 2.3656 -3.6056 0.02 0.00 -0.09
H -4.2914 1.1159 -4.7652 0.03 0.09 0.01
H -0.4748 2.7588 -5.4336 -0.09 -0.03 0.01
H 0.3626 2.2112 -3.9764 -0.01 0.01 -0.06
H -1.0077 3.3432 -3.8532 0.00 -0.06 -0.06
H -1.8229 0.7258 -6.8305 0.01 0.01 0.05
H -2.1203 -0.8199 -6.0068 0.04 0.04 -0.06
H -0.4866 -0.1608 -6.0621 -0.05 0.00 -0.01
H -4.1695 -2.2250 -0.2339 -0.01 -0.06 -0.03
H -3.5237 -3.5184 -1.2370 -0.02 0.00 0.03
H -5.2243 -3.0069 -1.4239 0.03 0.07 -0.06
H -5.6719 -0.2636 -1.4868 0.00 -0.03 0.00
H -5.6622 0.0312 -3.2297 0.04 0.00 0.04
H -4.5904 0.9514 -2.1754 -0.06 -0.06 0.03
H -3.3043 -2.9564 -4.4434 -0.07 0.00 -0.02
H -4.0783 -1.4790 -5.0263 -0.03 -0.06 0.03
H -5.0494 -2.7258 -4.2196 0.02 0.05 0.03
O -1.7873 2.6327 1.3029 0.10 0.07 0.01
S -1.4452 4.0824 1.2198 -0.28 0.04 0.20
C -2.6838 4.8061 0.0736 0.16 0.19 0.01
C -3.5135 5.8295 0.8428 -0.05 -0.11 0.03
C -3.6408 5.2722 2.2577 0.00 0.02 0.02
C -2.2255 4.8902 2.6654 0.03 0.07 -0.10
H -3.2709 3.9375 -0.2307 0.02 -0.01 0.01
H -2.1598 5.2226 -0.7872 -0.05 -0.06 -0.01
H -4.4878 5.9779 0.3741 0.03 0.02 -0.03
H -3.0002 6.7946 0.8645 -0.02 0.00 -0.01
H -4.2647 4.3759 2.2501 0.00 0.02 -0.01
H -4.0854 5.9908 2.9491 0.02 -0.02 0.00
H -2.1703 4.1745 3.4862 0.07 0.00 -0.04
H -1.6126 5.7671 2.8939 -0.05 -0.02 0.04
```
Positions in Å, forces in eV/Å.

Values from the calculation:
charge = -1
energy = -8075.545268 a.u.
HOMO-LUMO gap = 4.35 eV
HOMO = -0.1369 Ha
ΔE to the lowest compared entry with this formula, charge and spin = 35.95 kJ/mol

=====

No. 3
This record from OMol25 describes C26H34ClHfN13 as an isolated structure. The level of theory is ωB97M-V/def2-TZVPD.

Geometry as XYZ:
```
75
Properties=species:S:1:pos:R:3:forces:R:3
Hf 0.6645 -0.0058 0.4341 0.10 0.01 -0.49
N -3.5927 3.0574 -1.5273 -0.01 -0.02 0.01
C -2.4933 2.8901 -0.8185 0.00 -0.01 -0.02
N -2.0357 1.7268 -0.3955 0.06 0.02 -0.01
C -2.8021 0.6199 -0.6579 -0.07 -0.04 -0.12
N -2.5193 -0.5504 -0.1258 0.18 -0.01 -0.18
N -1.4657 -0.5031 0.7653 -0.18 -0.32 0.46
C -1.6605 -1.1671 1.8496 -0.15 0.11 0.17
C -0.6957 -1.0643 2.9385 -0.05 0.01 0.07
C -0.9862 -1.5957 4.1759 0.02 -0.01 0.04
C -0.1270 -1.3349 5.2441 -0.03 -0.02 0.01
C 0.9805 -0.5328 5.0252 0.02 0.02 0.00
C 1.2216 -0.0540 3.7491 0.03 -0.02 -0.04
N 0.4235 -0.3167 2.6976 -0.23 -0.16 -0.13
C -3.9589 0.7035 -1.5232 0.00 -0.02 0.05
C -4.7217 -0.4121 -1.9070 0.02 -0.01 0.01
C -5.8350 -0.2400 -2.6941 -0.01 0.04 -0.01
C -6.2247 1.0453 -3.1009 -0.01 -0.03 -0.01
C -5.4996 2.1568 -2.7286 0.01 0.00 -0.01
C -4.3671 1.9729 -1.9433 0.00 0.08 -0.01
H -3.8853 3.9954 -1.7755 0.00 0.00 0.00
H -1.9478 3.7962 -0.5785 0.02 -0.01 0.01
H -2.6003 -1.6938 1.9962 0.00 0.01 0.00
H -1.8841 -2.1853 4.3113 0.00 0.01 0.01
H -0.3367 -1.7337 6.2291 0.00 0.00 0.00
H 1.6548 -0.2693 5.8291 0.00 -0.01 0.00
H 2.0802 0.5752 3.5709 -0.01 0.01 0.01
H -4.4365 -1.3969 -1.5647 0.00 0.00 0.01
H -6.4256 -1.0953 -2.9919 -0.01 0.00 0.00
H -7.1105 1.1686 -3.7098 0.00 -0.01 0.00
H -5.8046 3.1490 -3.0377 0.00 0.00 0.01
C 3.6895 -0.6915 1.5960 0.04 0.03 -0.04
N 3.0509 -0.0755 0.3896 0.04 0.03 0.05
C 3.5986 -0.8193 -0.7915 -0.03 -0.02 0.00
C 3.5360 1.3426 0.2779 0.00 -0.03 0.00
C 2.6790 2.2737 1.1007 0.07 -0.02 -0.03
N 1.2514 2.1893 0.6507 0.09 0.19 0.06
C 0.3681 2.8399 1.6762 0.03 0.03 0.05
C 1.1214 2.9987 -0.6083 0.01 -0.04 0.04
H 4.7531 -0.8389 1.4001 0.00 0.00 0.00
H 3.2414 -1.6577 1.8162 0.02 0.01 -0.01
H 3.5992 -0.0345 2.4545 0.02 -0.01 0.00
H 4.6562 -0.5747 -0.9047 0.01 -0.01 0.01
H 3.0756 -0.5306 -1.7020 0.01 0.00 0.01
H 3.5096 -1.8888 -0.6272 -0.02 -0.01 -0.01
H 3.5152 1.6220 -0.7754 -0.01 0.00 0.00
H 4.5789 1.3979 0.5984 0.01 0.00 -0.02
H 3.0361 3.3008 0.9947 -0.04 0.02 0.05
H 2.7263 2.0315 2.1629 -0.02 -0.01 0.00
H 0.6746 3.8792 1.8062 0.01 0.00 -0.01
H 0.4588 2.3354 2.6351 0.01 -0.01 0.01
H -0.6658 2.8028 1.3396 0.02 -0.03 0.01
H 1.2923 4.0471 -0.3595 -0.01 0.01 -0.02
H 0.1266 2.8706 -1.0193 -0.05 0.00 -0.01
H 1.8524 2.6835 -1.3448 0.00 0.00 -0.01
Cl 1.5700 -5.3347 2.7202 0.00 -0.01 0.01
C 1.3840 -4.4682 1.2643 0.00 -0.02 0.03
C 1.4401 -5.0972 0.0258 0.00 0.00 -0.05
C 1.2931 -4.3114 -1.1061 -0.01 -0.03 0.00
C 1.0888 -2.9528 -0.9781 -0.06 -0.03 0.03
N 1.0137 -2.3288 0.2208 0.14 0.19 0.03
C 1.1756 -3.1026 1.3185 -0.01 0.05 -0.01
H 1.6004 -6.1663 -0.0438 0.00 0.00 0.00
H 1.3363 -4.7519 -2.0931 0.01 0.00 0.00
H 0.9896 -2.3455 -1.8624 0.03 -0.01 0.02
H 1.1519 -2.6295 2.2877 -0.01 0.02 0.01
N 1.0004 0.9415 -4.9111 -0.12 0.22 0.02
N 0.5375 0.3808 -3.7904 -0.04 -0.14 -0.04
N -0.5438 -0.3908 -3.8165 0.09 0.03 0.12
C -0.7183 -0.6631 -2.5422 -0.09 0.07 -0.12
N 0.2219 -0.0662 -1.7786 0.04 -0.01 -0.12
N 1.0381 0.6010 -2.6277 -0.03 0.01 0.15
H 0.6451 0.5040 -5.7519 0.06 -0.06 -0.04
H 1.9594 1.2545 -4.8701 0.06 -0.07 -0.05
H -1.5177 -1.2821 -2.1668 0.00 0.01 0.02
```
Positions in Å, forces in eV/Å.

Values from the calculation:
charge = +4
energy = -2229.846555 a.u.
HOMO-LUMO gap = 5.69 eV
HOMO = -0.6833 Ha
ΔE to the lowest compared entry with this formula, charge and spin = 9.97 kJ/mol

=====

No. 4
This record from OMol25 describes C11H11AuN3 as an isolated structure. The level of theory is ωB97M-V/def2-TZVPD.

Geometry as XYZ:
```
26
Properties=species:S:1:pos:R:3:forces:R:3
Au -0.7481 1.0792 -2.3335 -0.18 -0.13 0.50
N -0.0447 -0.4608 1.3314 1.63 0.54 0.13
C 1.2450 0.0832 1.0402 -1.42 -0.13 -0.18
C 2.2243 -0.1140 2.0134 0.39 -0.54 0.42
C 3.4931 0.3709 1.7916 -0.68 0.44 0.01
C 3.7013 1.1633 0.6596 1.07 -0.69 0.82
C 2.6857 1.2891 -0.2251 -0.75 -0.23 -1.10
N 1.4754 0.7244 -0.0599 0.34 1.06 -1.04
C -1.2396 -0.7331 0.7083 0.35 0.35 -2.04
C -2.0733 -1.6760 1.2999 0.06 -0.19 0.36
C -3.2953 -1.9652 0.7910 -0.19 0.44 -0.55
C -3.6953 -1.3338 -0.3978 0.76 -0.44 0.95
C -2.7859 -0.5326 -0.9895 1.71 0.86 0.16
N -1.5304 -0.2207 -0.4805 -1.46 0.34 -0.95
H 0.1192 -1.1314 2.0246 -0.14 -0.86 1.35
H 1.9740 -0.7162 2.8793 0.20 0.07 0.13
H 4.2730 0.1892 2.5041 0.30 -0.08 0.23
H 4.6811 1.5397 0.4068 0.05 0.18 0.13
H 2.9293 1.7914 -1.1661 -0.77 -0.06 0.13
H -1.6873 -2.2547 2.1020 0.15 -0.22 0.95
H -3.9218 -2.6562 1.2941 -0.49 -0.67 0.29
H -4.5966 -1.5697 -0.8825 -1.10 -0.12 -0.44
H -2.9577 -0.0661 -1.9398 -0.17 0.10 -0.34
C -0.2416 2.1363 -3.8558 -0.17 -0.26 0.15
H -0.7104 2.5134 -4.7433 -0.84 -0.21 -0.25
H 0.7268 2.5502 -3.7726 1.33 0.46 0.20
```
Positions in Å, forces in eV/Å.

Values from the calculation:
charge = -1
energy = -725.598575 a.u.
HOMO-LUMO gap (alpha / beta) = 3.18 / 2.79 eV
HOMO (alpha / beta) = -0.0161 / -0.0017 Ha